C40H100N8O10P | the ωB97M-V functional and the def2-TZVPD basis

Calculated values
LUMO energy, eV: 2.15
Charge: -1
Electronic energy, eV: -84782.85183
Orbital gap, eV: 6.138
Maximum force, eV Å⁻¹: 1.05
Molecular weight, Da: 884.3

The geometry in XYZ format:
```
159
Properties=species:S:1:pos:R:3:forces:R:3
C -1.762964 2.622851 4.403862 -0.1 0.0 -0.2
C -1.837077 3.544043 3.178810 -0.3 0.3 0.2
N -1.900965 2.818320 1.932948 0.4 -0.4 0.2
P -0.414420 2.265056 1.025135 -0.3 0.1 -0.2
C -0.849137 0.402126 1.390779 0.0 0.0 0.1
C 0.100345 -0.470565 2.212019 -0.1 -0.6 -0.1
C 1.187009 -1.210710 1.405916 -0.3 0.2 0.5
C 0.640465 -2.460114 0.708952 0.4 0.2 -0.5
C 0.167112 -2.217048 -0.725915 -0.1 -0.1 0.2
O 0.921770 -3.104714 -1.594832 0.1 0.1 0.1
C 0.732418 -3.080561 -2.916356 0.2 -0.4 -0.3
C -0.495477 -2.399738 -3.462919 0.0 0.2 -0.3
O 1.507752 -3.665763 -3.640252 -0.3 0.2 0.3
C -0.013042 4.111479 0.497222 -0.1 0.1 0.0
C 0.543832 4.430530 -0.905767 -0.2 0.0 0.0
N 1.187918 3.289252 -1.607343 -0.2 1.0 -0.3
C 0.229788 2.548781 -2.464591 0.2 -0.4 0.2
C 0.413691 1.028201 -2.379877 -0.1 0.3 0.0
C 2.279049 3.725301 -2.411598 0.1 0.1 -0.3
C 3.444442 2.765599 -2.454342 -0.3 -0.1 -0.4
O 2.301599 4.772392 -3.033997 0.0 -0.3 0.6
O 0.531735 2.420488 2.517790 0.1 0.1 -0.3
C 1.902935 2.160892 2.423810 0.1 -0.1 0.3
C 2.758229 3.293252 1.846847 0.4 -0.3 -0.1
N 4.184063 3.146043 2.235905 -0.3 0.0 -0.2
C 5.061477 2.674828 1.174950 0.3 0.1 0.2
C 5.062733 1.168830 0.920898 0.1 -0.1 -0.1
C 4.927134 0.307571 2.175197 -0.1 -0.1 0.0
O 4.029659 0.907746 -0.040351 0.1 -0.1 0.3
H -0.754723 2.227991 4.527576 0.0 0.0 0.0
H -2.446091 1.784986 4.233407 0.0 0.0 0.1
H -2.084501 3.148388 5.308396 0.1 0.0 0.1
H -2.752029 4.145958 3.285562 0.0 -0.1 -0.1
H -1.011903 4.269031 3.226989 0.1 -0.1 0.0
H -2.570172 3.204679 1.286914 0.1 0.2 -0.1
H 0.758040 1.801189 0.319425 0.0 0.0 0.0
H -1.217365 2.154206 -0.189602 -0.1 -0.1 0.2
H -0.977089 -0.066080 0.400885 0.0 0.1 0.0
H -1.839127 0.374383 1.856246 0.1 0.1 0.0
H -0.497735 -1.269743 2.678285 0.1 0.0 0.1
H 0.559920 0.058225 3.047353 -0.1 0.3 -0.1
H 1.636963 -0.526711 0.681246 0.0 0.0 -0.1
H 1.982329 -1.497105 2.103737 0.0 -0.1 -0.1
H -0.179923 -2.880946 1.288467 0.1 -0.1 0.0
H 1.438213 -3.203082 0.621279 -0.1 -0.1 0.1
H -0.893762 -2.446693 -0.822055 0.0 0.1 -0.1
H 0.358158 -1.186948 -1.033110 0.0 -0.2 0.1
H -1.313175 -3.123763 -3.473012 0.0 0.0 0.1
H -0.806914 -1.516161 -2.912531 0.0 -0.1 0.0
H -0.278303 -2.119795 -4.492980 -0.1 -0.1 0.0
H -0.950364 4.669178 0.592634 0.0 -0.1 0.0
H 0.648477 4.554160 1.240364 0.0 0.0 0.0
H 1.284105 5.230593 -0.829838 0.1 -0.1 0.0
H -0.254327 4.845074 -1.534702 0.0 0.0 -0.1
H -0.768312 2.809016 -2.113116 0.0 0.0 0.0
H 0.302587 2.892170 -3.504910 0.1 0.0 0.0
H 0.193702 0.550796 -3.337124 0.0 0.0 0.0
H 1.434439 0.791214 -2.078583 0.0 -0.1 -0.1
H -0.255716 0.630952 -1.614790 0.1 0.0 0.0
H 4.362798 3.339229 -2.327012 0.0 -0.1 0.0
H 3.474974 2.315843 -3.452544 0.1 0.0 0.0
H 3.352861 1.982337 -1.708022 0.1 0.2 0.0
H 2.290785 1.957417 3.433845 -0.1 0.1 0.0
H 2.110910 1.263683 1.829620 0.0 0.0 0.0
H 2.395211 4.251286 2.213268 -0.1 0.0 0.0
H 2.695601 3.267357 0.753015 -0.2 0.2 0.0
H 4.528203 4.046807 2.531171 0.0 0.0 0.1
H 6.085686 2.957984 1.435940 -0.1 0.0 0.1
H 4.847924 3.160442 0.212829 0.0 0.0 -0.1
H 6.027779 0.927217 0.451378 -0.1 0.1 -0.1
H 4.309275 -0.567264 1.957233 0.1 0.0 0.0
H 4.445541 0.851457 2.986108 0.0 0.1 -0.1
H 5.901188 -0.043419 2.521608 0.0 0.0 0.0
H 3.980993 -0.042628 -0.182614 -0.1 0.0 0.1
C -5.147468 -5.315436 0.740727 0.0 0.0 0.0
C -3.740637 -5.741048 0.335446 -0.1 0.1 0.0
C -2.624634 -4.991084 1.071503 0.1 -0.1 0.0
O -2.409659 -3.677583 0.608066 -0.1 0.0 0.0
C -3.239550 -2.668185 1.161204 0.1 0.1 0.0
N -3.608620 -5.632584 -1.121466 0.1 -0.1 0.0
H -5.412720 -4.350180 0.309374 0.0 0.0 0.0
H -5.875746 -6.042864 0.382053 0.0 0.0 0.0
H -5.241740 -5.242460 1.825475 0.0 0.0 0.0
H -3.627563 -6.798228 0.597552 0.0 0.0 0.0
H -1.683771 -5.518961 0.890843 0.0 0.0 0.0
H -2.798124 -4.990417 2.156096 -0.1 0.0 0.0
H -3.472869 -2.880624 2.208908 0.0 0.0 0.0
H -4.170717 -2.552286 0.600119 0.0 0.0 0.0
H -2.685616 -1.729286 1.110504 0.0 0.0 0.0
H -2.710261 -6.014916 -1.406361 0.0 0.0 0.0
H -3.540276 -4.644247 -1.350066 -0.1 0.0 0.0
C 0.441702 -0.289845 6.725046 0.0 0.0 0.0
C 0.187423 -1.502119 5.836541 0.0 0.0 0.1
C -1.258599 -1.616776 5.345198 0.0 -0.1 -0.2
O -2.181394 -2.096062 6.311874 0.0 0.1 0.1
C -2.693577 -1.110513 7.185176 -0.1 -0.1 0.0
N 0.645892 -2.714263 6.526582 -0.1 0.0 -0.1
H 0.044652 -0.438722 7.730616 0.0 0.0 0.0
H 1.513315 -0.117663 6.821490 0.0 0.0 0.0
H -0.011460 0.608651 6.302471 0.0 0.0 0.0
H 0.801087 -1.383575 4.939346 0.0 0.0 0.0
H -1.283389 -2.351975 4.536438 0.0 0.0 0.0
H -1.602441 -0.663143 4.925910 0.0 0.0 0.0
H -2.816547 -0.151766 6.672111 0.0 0.0 0.0
H -2.054792 -0.964641 8.060863 0.0 0.0 0.0
H -3.670647 -1.453041 7.527896 0.0 0.0 0.0
H 0.591631 -3.503107 5.889158 0.1 0.0 0.0
H -0.026497 -2.926234 7.258499 0.0 0.0 0.0
C -4.024881 5.020455 -2.987684 0.0 0.0 -0.1
C -4.293134 3.541287 -2.728376 0.0 0.1 0.1
C -5.695218 3.080789 -3.147539 0.1 -0.1 0.0
O -6.738557 3.469362 -2.274214 0.0 0.1 0.0
C -7.237902 4.775372 -2.466421 0.0 -0.1 0.1
N -3.979355 3.244802 -1.333286 -0.2 -0.1 0.0
H -4.516789 5.651229 -2.246703 0.0 0.0 0.0
H -2.955906 5.218914 -2.919755 0.0 0.0 0.0
H -4.368459 5.321462 -3.980185 0.0 0.0 0.0
H -3.591018 2.969189 -3.344330 0.0 0.0 0.0
H -5.711191 1.988019 -3.146694 0.0 0.0 0.0
H -5.923482 3.413515 -4.170255 0.0 0.0 0.0
H -7.232796 5.050270 -3.526403 0.0 0.0 0.0
H -6.669073 5.520431 -1.904476 0.0 0.0 0.0
H -8.266791 4.787229 -2.106384 0.0 0.0 0.0
H -4.009967 2.243368 -1.167709 0.2 0.0 0.0
H -4.712721 3.630797 -0.745345 0.0 0.1 0.0
C -4.939175 -9.552125 -4.795680 0.0 0.0 0.0
C -4.834720 -8.401726 -3.799506 0.1 -0.1 -0.1
C -4.623098 -7.026316 -4.445066 -0.1 0.1 0.1
O -3.309572 -6.792133 -4.914986 0.0 0.0 -0.1
C -3.018830 -7.290939 -6.203258 0.1 0.1 0.0
N -3.802466 -8.710357 -2.809197 0.0 0.1 0.1
H -3.962818 -9.820654 -5.199878 0.0 0.0 0.0
H -5.338709 -10.437626 -4.301985 0.0 0.0 0.0
H -5.597339 -9.298068 -5.629270 0.0 0.0 0.0
H -5.788242 -8.339796 -3.265610 0.0 0.0 0.0
H -4.794469 -6.267506 -3.678910 0.0 0.0 0.0
H -5.347449 -6.857703 -5.254612 0.0 -0.1 0.0
H -3.890211 -7.218270 -6.862405 0.0 0.0 0.0
H -2.679649 -8.330175 -6.176092 0.0 0.0 0.0
H -2.215822 -6.680527 -6.615171 0.0 0.0 0.0
H -3.822653 -7.988025 -2.093291 -0.1 0.0 0.0
H -2.899587 -8.598319 -3.262192 0.0 -0.1 0.0
C 10.004094 4.213059 -2.234409 0.0 0.0 0.0
C 8.619406 4.844888 -2.132985 0.0 -0.1 0.0
C 8.276153 5.363346 -0.730650 -0.1 0.1 -0.1
O 7.938223 4.357970 0.201249 0.0 -0.1 0.1
C 9.021329 3.715713 0.840158 -0.1 0.0 0.0
N 7.627601 3.902188 -2.651463 -0.1 0.1 0.1
H 10.021673 3.216685 -1.792580 0.0 0.0 0.0
H 10.288608 4.106796 -3.280670 0.0 0.0 0.0
H 10.758268 4.824185 -1.733996 0.0 0.0 0.0
H 8.608312 5.720248 -2.790336 0.0 0.0 0.0
H 7.386963 5.993740 -0.809695 0.0 0.0 0.0
H 9.088515 5.988258 -0.333285 0.0 0.0 0.0
H 9.848958 4.411046 1.014558 0.0 0.0 0.0
H 9.388005 2.859647 0.267408 0.1 0.0 0.0
H 8.660836 3.350844 1.802016 0.0 0.0 0.0
H 6.719298 4.352433 -2.711057 0.0 0.0 -0.1
H 7.502210 3.160633 -1.967726 0.0 0.0 0.0
```
Forces are in eV/Å.